Formula: C5H10N5
Source: OMol25
Level of theory: ωB97M-V/def2-TZVPD

The geometry in XYZ format:
```
20
Properties=species:S:1:pos:R:3:forces:R:3
C -0.1831 -1.5642 -0.5445 2.7 -1.8 1.1
C -1.3185 0.9935 0.5110 2.5 -1.3 -0.6
C -1.8461 -0.2522 0.4923 0.3 3.4 -0.2
C 0.9132 0.4301 -0.1753 -2.1 1.9 0.5
C 2.3598 -1.3189 -0.6785 1.6 -3.0 0.1
N -1.2482 -1.3524 0.0409 -2.5 -0.7 -0.2
N 0.9997 -0.8662 -0.5286 1.6 3.5 0.2
N -1.4673 2.2510 0.3314 -1.1 1.7 -0.2
N -3.1207 -0.3405 0.8743 -3.4 -2.3 1.3
N 1.9960 1.1979 -0.0240 -1.6 1.9 -0.2
H -0.0272 -2.5819 -0.7674 0.3 -1.2 -1.1
H 2.8843 -1.4096 0.3015 -0.9 -0.5 -0.2
H 2.4076 -2.3101 -1.2099 0.0 1.0 0.6
H 3.0976 -0.6502 -1.1272 -0.9 0.2 -1.0
H -2.0708 2.6817 -0.4638 1.6 -0.8 1.9
H -1.0053 2.8242 1.0644 -0.9 0.2 -1.1
H -3.7136 0.4083 1.3072 1.4 -1.1 -0.8
H -3.5170 -1.3286 0.9387 0.8 2.1 -0.1
H 1.9727 2.2728 -0.0248 -0.7 -2.5 0.3
H 2.8869 0.9153 -0.3176 1.5 -0.7 -0.2
```
Positions in Å, forces in eV/Å.

## Properties
- Total charge: +1
- Energy above the lowest of the compared OMol25 structures with the same formula, charge and spin: 328.42 kJ/mol
- HOMO-LUMO gap: 0.310 Ha